No. 1
139
Properties=species:S:1:pos:R:3 method="wB97M-V/def2-TZVPD" largest_force_ev_per_a=3.57 charge=+6 e_lumo_ev=-14.1 e_homo_ev=-16.3921 energy_ev=-105999.172
C 9.98 21.65 19.48
C 8.92 21.72 18.44
C 7.49 22.00 18.88
O 6.64 22.57 17.89
C 6.21 21.59 16.93
N 9.36 22.71 17.43
H 9.40 23.66 17.77
H 10.20 22.34 17.00
H 8.68 22.67 16.68
H 9.81 20.85 20.20
H 10.01 22.54 20.11
H 10.90 21.40 18.94
H 9.03 20.74 17.98
H 7.50 22.67 19.74
H 7.13 21.08 19.34
H 7.04 21.26 16.30
H 5.51 22.04 16.22
H 5.60 20.85 17.45
C 7.72 8.87 17.29
C 8.78 9.99 17.23
C 9.82 9.96 18.38
O 10.56 11.14 18.52
C 11.58 11.15 19.51
N 9.52 9.89 15.90
H 8.88 10.02 15.13
H 10.18 10.66 15.89
H 10.00 9.05 15.60
H 7.03 9.08 16.48
H 7.06 8.80 18.15
H 8.13 7.89 17.07
H 8.25 10.94 17.24
H 10.47 9.10 18.23
H 9.35 9.77 19.34
H 11.19 10.93 20.50
H 12.02 12.15 19.49
H 12.31 10.37 19.32
C 10.73 17.19 18.92
C 11.08 17.14 17.42
C 11.34 15.75 16.89
O 10.26 14.88 17.14
C 10.20 13.77 16.18
N 10.09 17.80 16.52
H 10.35 18.77 16.44
H 10.04 17.31 15.64
H 9.15 17.65 16.86
H 11.62 16.95 19.49
H 9.98 16.42 19.10
H 10.35 18.16 19.23
H 12.01 17.66 17.21
H 12.30 15.32 17.19
H 11.48 15.78 15.81
H 9.70 14.12 15.28
H 9.53 12.99 16.54
H 11.20 13.35 16.07
C 15.03 15.78 18.75
C 14.57 14.28 18.63
O 13.84 13.73 19.43
N 15.16 13.47 17.46
H 15.62 14.06 16.78
H 15.85 12.80 17.75
C 14.03 12.68 16.84
H 14.82 16.15 19.75
H 14.62 16.39 17.94
H 16.11 15.76 18.63
H 14.47 11.95 16.16
H 13.47 13.39 16.23
H 13.40 12.14 17.55
C 14.64 13.05 11.89
C 13.39 13.60 11.20
O 13.35 14.60 10.55
N 12.07 12.95 11.56
H 11.53 12.72 10.74
H 12.22 12.16 12.17
C 11.27 13.95 12.38
H 15.56 13.63 11.76
H 14.77 12.00 11.62
H 14.53 12.85 12.95
H 10.78 14.60 11.66
H 11.94 14.33 13.15
H 10.48 13.40 12.89
C 8.19 10.04 28.11
N 7.91 10.91 26.85
C 6.87 10.58 26.03
C 6.67 11.09 24.80
C 7.60 11.98 24.28
C 8.71 12.24 25.14
C 8.87 11.73 26.43
C 7.43 12.51 22.90
C 8.57 12.51 22.08
C 8.54 13.17 20.82
N 7.41 13.81 20.42
C 6.30 13.76 21.20
C 6.28 13.13 22.44
C 7.39 14.40 19.07
H 7.23 9.72 28.52
H 8.52 10.72 28.89
H 8.92 9.26 27.92
H 6.17 9.90 26.50
H 5.81 10.84 24.20
H 9.55 12.82 24.78
H 9.76 11.77 27.04
H 9.42 11.93 22.40
H 9.40 13.14 20.17
H 5.49 14.36 20.81
H 5.37 13.17 23.02
H 7.72 15.43 19.21
H 6.38 14.37 18.65
H 8.15 13.87 18.49
C 7.43 18.38 30.91
N 8.11 18.06 29.62
C 7.82 16.89 29.02
C 8.58 16.48 27.92
C 9.51 17.40 27.40
C 9.80 18.56 28.04
C 9.10 18.95 29.22
C 10.29 16.90 26.18
C 10.72 17.81 25.20
C 11.37 17.44 24.06
N 11.77 16.17 23.93
C 11.41 15.21 24.87
C 10.68 15.55 26.01
C 12.52 15.82 22.72
H 8.11 17.95 31.64
H 6.44 17.92 30.91
H 7.31 19.44 31.12
H 7.12 16.28 29.58
H 8.27 15.60 27.39
H 10.55 19.21 27.61
H 9.30 19.79 29.87
H 10.60 18.88 25.22
H 11.76 18.09 23.29
H 11.69 14.19 24.62
H 10.53 14.80 26.77
H 13.00 16.72 22.36
H 11.85 15.42 21.96
H 13.21 15.00 22.96
Cl 12.35 20.78 16.68
Cl 6.68 17.55 17.61
Cl 8.91 16.64 13.47

=====

No. 2
52
Properties=species:S:1:pos:R:3 method="wB97M-V/def2-TZVPD" largest_force_ev_per_a=2.30 charge=-1 e_lumo_ev=2.5 e_homo_ev=-4.5560 energy_ev=-59450.087 relative_energy_kj_mol=99.0
Hf -0.17 0.64 0.45
O 0.40 2.64 1.31
C -0.85 2.70 1.45
O -1.49 1.65 1.78
C -1.60 3.88 0.94
C -1.99 4.99 1.66
C -2.68 6.01 1.03
C -2.98 5.90 -0.33
C -2.60 4.78 -1.04
C -1.90 3.73 -0.43
S -1.42 2.32 -1.32
H -1.75 5.06 2.72
H -2.99 6.89 1.59
H -3.51 6.70 -0.83
H -2.83 4.68 -2.10
C 3.12 -2.38 0.57
O 2.52 -1.46 1.48
C 1.27 -1.11 1.15
O 0.85 -0.21 1.96
H 3.14 -3.38 1.01
H 4.14 -2.05 0.38
H 2.55 -2.40 -0.36
C 3.43 5.93 3.21
C 4.91 6.16 3.30
O 5.44 6.97 4.02
S 5.97 5.17 2.25
C 4.86 4.07 1.40
C 4.55 2.84 1.97
C 3.69 1.97 1.31
C 3.13 2.32 0.08
C 3.46 3.55 -0.49
C 4.33 4.42 0.16
C 2.19 1.44 -0.54
C 1.41 0.67 -1.09
H 2.92 6.61 3.90
H 3.18 4.90 3.47
H 3.08 6.11 2.20
H 4.97 2.57 2.93
H 3.42 1.02 1.76
H 3.02 3.83 -1.43
H 4.57 5.38 -0.27
C -3.41 -3.14 -0.33
C -3.60 -2.27 0.73
C -2.73 -1.20 0.92
C -1.64 -0.97 0.08
C -1.47 -1.87 -0.98
C -2.34 -2.94 -1.19
H -4.09 -3.97 -0.49
H -4.43 -2.42 1.41
H -2.92 -0.53 1.75
H -0.64 -1.75 -1.66
H -2.18 -3.61 -2.03

=====

No. 3
78
Properties=species:S:1:pos:R:3 method="wB97M-V/def2-TZVPD" largest_force_ev_per_a=3.12 charge=+1 e_lumo_ev=-3.4 e_homo_ev=-10.5499 energy_ev=-135674.550 relative_energy_kj_mol=49.7
Ba 0.46 -1.03 -0.02
C 3.63 0.34 4.07
O 4.36 0.56 2.82
C 3.42 0.25 1.87
N 2.26 -0.15 2.28
C 2.22 -0.17 3.73
C 1.12 0.74 4.31
C 0.79 0.61 5.70
C -0.33 1.24 6.19
C -1.09 2.08 5.35
C -0.68 2.32 4.04
C 0.44 1.71 3.55
C 3.86 0.43 0.46
C 5.14 0.94 0.27
C 5.52 1.19 -1.04
C 4.64 0.97 -2.08
C 3.41 0.34 -1.78
N 3.00 0.12 -0.53
C 2.40 0.20 -2.84
N 1.20 -0.35 -2.77
C 0.48 0.06 -3.97
C 1.52 0.63 -4.94
O 2.77 0.70 -4.04
C -0.47 -0.89 -4.63
C -1.30 -0.41 -5.66
C -2.29 -1.24 -6.29
C -2.50 -2.52 -5.82
C -1.75 -2.97 -4.76
C -0.76 -2.20 -4.18
H 3.59 1.32 4.60
H 4.23 -0.32 4.69
H 2.04 -1.14 4.25
H 1.42 -0.05 6.34
H -0.71 1.06 7.20
H -2.04 2.50 5.77
H -1.29 3.01 3.45
H 0.83 1.90 2.53
H 5.78 1.06 1.10
H 6.51 1.54 -1.31
H 4.82 1.12 -3.13
H -0.18 0.96 -3.73
H 1.30 1.64 -5.30
H 1.82 -0.08 -5.67
H -1.14 0.63 -6.01
H -2.80 -0.80 -7.15
H -3.20 -3.17 -6.37
H -2.03 -3.94 -4.36
H -0.18 -2.59 -3.34
C -0.92 3.62 -0.11
As -2.58 2.59 -0.27
C -3.95 3.53 -1.36
C -3.42 2.27 1.47
S -2.34 0.61 -0.95
H -0.87 4.41 -0.84
H -0.08 3.00 -0.24
H -0.95 4.07 0.91
H -4.55 2.70 -1.79
H -3.41 4.02 -2.20
H -4.48 4.19 -0.68
H -3.62 3.27 1.85
H -2.61 1.77 2.06
H -4.29 1.68 1.33
F 2.34 -5.33 1.91
C 1.69 -4.54 2.85
F 2.70 -3.89 3.62
F 1.00 -5.32 3.71
C 0.80 -3.41 2.04
O 1.47 -3.13 1.01
O -0.24 -2.99 2.55
C -3.39 -2.09 1.40
S -2.75 -3.19 0.16
C -3.71 -2.64 -1.30
H -3.15 -1.07 1.08
H -2.92 -2.33 2.36
H -4.46 -2.31 1.46
H -4.76 -2.73 -1.15
H -3.40 -3.27 -2.15
H -3.39 -1.63 -1.62

=====

No. 4
70
Properties=species:S:1:pos:R:3 method="wB97M-V/def2-TZVPD" largest_force_ev_per_a=1.13 charge=+1 e_lumo_ev=-3.3 e_homo_ev=-9.7662 energy_ev=-51832.917
C -1.07 0.91 -1.23
S -0.47 -0.75 -1.30
O -1.21 -1.53 -2.24
O 0.95 -0.76 -1.29
N -0.94 -1.55 0.29
N -0.85 -0.59 1.35
C -0.19 -2.87 0.42
C 0.41 -3.16 1.80
O 1.81 -3.36 1.76
H -1.98 0.95 -1.82
H -1.23 1.26 -0.21
H -0.27 1.48 -1.70
H -1.93 -1.76 0.17
H 0.12 -0.43 1.57
H -1.36 -0.94 2.16
H 0.60 -2.89 -0.33
H -0.90 -3.65 0.14
H -0.09 -4.05 2.19
H 0.24 -2.37 2.52
H 2.06 -3.95 1.05
N 2.11 -5.40 4.28
C 2.25 -6.76 4.35
C 2.95 -7.05 5.49
C 3.24 -5.81 6.13
C 2.71 -4.82 5.37
H 1.64 -4.90 3.55
H 1.84 -7.40 3.59
H 3.23 -8.03 5.82
H 3.78 -5.68 7.06
H 2.70 -3.75 5.50
N 0.97 0.87 -4.18
C 0.18 0.51 -5.25
C -0.15 1.65 -5.92
C 0.46 2.74 -5.24
C 1.15 2.23 -4.18
H 1.36 0.24 -3.51
H -0.08 -0.52 -5.42
H -0.77 1.71 -6.80
H 0.39 3.78 -5.50
H 1.74 2.72 -3.42
N -3.79 -4.60 4.07
C -2.63 -5.31 4.19
C -1.61 -4.42 4.39
C -2.18 -3.12 4.38
C -3.53 -3.27 4.18
H -4.70 -5.00 3.93
H -2.62 -6.39 4.14
H -0.57 -4.68 4.55
H -1.67 -2.18 4.55
H -4.33 -2.54 4.13
N -0.93 6.48 -5.23
C -1.01 5.96 -3.97
C -2.20 6.34 -3.43
C -2.88 7.13 -4.40
C -2.07 7.20 -5.50
H -0.16 6.37 -5.86
H -0.20 5.37 -3.56
H -2.55 6.10 -2.44
H -3.85 7.59 -4.30
H -2.21 7.69 -6.45
N 2.34 3.80 -0.54
C 2.72 4.81 -1.38
C 2.15 5.97 -0.94
C 1.39 5.65 0.22
C 1.53 4.31 0.45
H 2.62 2.85 -0.62
H 3.37 4.62 -2.22
H 2.26 6.94 -1.39
H 0.82 6.33 0.83
H 1.14 3.68 1.23

=====

No. 5
32
Properties=species:S:1:pos:R:3 method="wB97M-V/def2-TZVPD" largest_force_ev_per_a=2.68 charge=0 e_lumo_ev=-2.3 e_homo_ev=-9.1804 energy_ev=-31305.976 relative_energy_kj_mol=0.0
N -3.11 3.78 -1.96
C -3.00 2.82 -1.30
C -2.87 1.64 -0.48
C -3.05 0.36 -1.07
C -2.91 -0.77 -0.27
N -3.15 -2.11 -0.55
O -3.50 -2.73 -1.54
O -2.92 -2.80 0.69
N -2.56 -1.93 1.68
C -2.55 -0.70 1.09
C -2.38 0.59 1.70
N -2.05 0.72 3.11
O -1.34 -0.13 3.68
O -2.49 1.74 3.70
C -2.59 1.73 0.90
H -3.32 0.22 -2.11
H -2.50 2.72 1.36
C 4.62 -0.29 -3.37
O 3.41 -0.12 -4.15
C 2.27 0.17 -3.46
C 1.08 0.35 -4.20
C -0.09 0.64 -3.49
N -0.13 0.74 -2.16
C 1.00 0.58 -1.46
C 2.23 0.29 -2.05
H 5.41 -0.50 -4.10
H 4.86 0.63 -2.82
H 4.52 -1.13 -2.67
H 1.08 0.26 -5.28
H -1.03 0.79 -4.03
H 0.93 0.67 -0.37
H 3.11 0.15 -1.42

=====

No. 6
21
Properties=species:S:1:pos:R:3 method="wB97M-V/def2-TZVPD" largest_force_ev_per_a=1.20 charge=0 e_lumo_ev=0.5 e_homo_ev=-11.3144 energy_ev=-14561.261 smiles=O.O.O.O.O.O.O relative_energy_kj_mol=19.3
H 3.43 0.24 2.13
H 2.67 0.85 0.91
H 2.04 0.51 -1.10
H 2.84 1.81 -1.19
H 1.31 -0.44 1.94
H 0.61 -1.15 0.73
H -3.93 0.10 -0.63
H -2.68 -0.05 0.27
H -1.50 -2.17 -2.44
H -2.30 -1.00 -1.78
H -0.16 0.52 -0.39
H -0.22 -0.44 -1.59
H -1.53 1.48 1.69
H -0.78 0.09 1.50
O 2.64 0.76 1.89
O 2.91 0.91 -0.87
O 0.51 -1.00 1.67
O -3.24 -0.52 -0.40
O -1.59 -1.21 -2.45
O 0.40 -0.01 -0.98
O -1.42 0.73 1.08

=====

No. 7
12
Properties=species:S:1:pos:R:3 method="wB97M-V/def2-TZVPD" largest_force_ev_per_a=7.42 charge=0 e_lumo_ev=-0.5 e_homo_ev=-9.2748 energy_ev=-11284.942 smiles="O=Cn1nccc1O" relative_energy_kj_mol=347.1
C -0.25 0.85 -0.05
C -1.62 0.87 0.09
C -2.10 -0.46 0.17
C 1.36 -1.02 -0.09
H 1.59 1.19 -0.20
H -2.22 1.69 0.36
H -3.23 -0.72 0.26
H 1.24 -2.22 -0.51
N -1.02 -1.39 -0.04
N 0.07 -0.55 -0.30
O 0.73 1.83 -0.15
O 2.38 -0.30 0.37

=====

No. 8
55
Properties=species:S:1:pos:R:3 method="wB97M-V/def2-TZVPD" largest_force_ev_per_a=4.17 charge=+1 e_lumo_ev="-4.3 / -5.2" e_homo_ev="-10.8620 / -10.5850" energy_ev=-41422.572 relative_energy_kj_mol=99.1
C 0.44 1.45 -0.23
C -0.62 1.82 -1.10
C -1.84 1.29 -0.58
H -0.52 2.42 -2.00
C -1.53 0.59 0.62
C -0.12 0.68 0.83
H 0.40 0.29 1.71
H 1.49 1.72 -0.34
H -2.83 1.42 -1.02
H -2.25 0.10 1.29
Tl -1.90 -2.59 0.25
C -1.78 -2.37 -1.73
H -1.93 -1.30 -1.94
H -0.79 -2.76 -2.04
H -2.50 -2.94 -2.30
Si 0.01 -0.99 -4.15
C 1.90 -0.84 -4.43
C 2.80 0.24 -4.29
H 2.46 1.21 -3.93
C 4.15 0.13 -4.70
H 4.85 0.97 -4.59
C 4.63 -1.07 -5.24
H 5.69 -1.20 -5.51
C 3.76 -2.17 -5.39
H 4.11 -3.12 -5.83
C 2.42 -2.05 -4.97
H 1.75 -2.92 -5.17
C -0.90 0.56 -4.52
C -0.38 1.48 -5.45
H 0.61 1.33 -5.89
C -1.15 2.58 -5.84
H -0.76 3.27 -6.60
C -2.43 2.78 -5.31
H -3.03 3.65 -5.62
C -2.95 1.85 -4.40
H -3.96 1.97 -4.00
C -2.19 0.74 -4.02
H -2.64 0.01 -3.34
H 0.10 -1.27 -2.67
H -0.15 -1.54 -5.52
O 0.73 -2.18 -0.07
C 1.23 -3.03 0.99
C 0.59 -2.75 2.33
C 1.34 -2.98 3.48
C 0.77 -2.69 4.72
C -0.54 -2.17 4.75
C -1.25 -2.01 3.55
N -0.69 -2.35 2.37
H 0.61 -1.26 0.27
H 1.07 -4.08 0.68
H 2.30 -2.80 1.06
H 2.36 -3.35 3.32
H 1.34 -2.87 5.64
H -1.03 -1.92 5.70
H -2.27 -1.61 3.52

=====

No. 9
12
Properties=species:S:1:pos:R:3 method="wB97M-V/def2-TZVPD" largest_force_ev_per_a=4.98 charge=0 e_lumo_ev=-0.3 e_homo_ev=-9.6206 energy_ev=-22069.150
C 3.25 -0.51 0.20
C 3.82 -0.73 -0.81
C -4.50 -0.35 2.28
C 0.74 0.64 -2.59
N -4.36 -1.31 2.98
N 1.18 1.68 -2.16
O -4.94 0.36 1.49
O 0.60 -0.29 -3.22
F 4.52 -1.11 -1.81
I 0.46 3.00 -0.96
H 2.92 0.14 1.01
H -3.69 -1.51 3.58

=====

Please write out number 6 again, unchanged.
21
Properties=species:S:1:pos:R:3 method="wB97M-V/def2-TZVPD" largest_force_ev_per_a=1.20 charge=0 e_lumo_ev=0.5 e_homo_ev=-11.3144 energy_ev=-14561.261 smiles=O.O.O.O.O.O.O relative_energy_kj_mol=19.3
H 3.43 0.24 2.13
H 2.67 0.85 0.91
H 2.04 0.51 -1.10
H 2.84 1.81 -1.19
H 1.31 -0.44 1.94
H 0.61 -1.15 0.73
H -3.93 0.10 -0.63
H -2.68 -0.05 0.27
H -1.50 -2.17 -2.44
H -2.30 -1.00 -1.78
H -0.16 0.52 -0.39
H -0.22 -0.44 -1.59
H -1.53 1.48 1.69
H -0.78 0.09 1.50
O 2.64 0.76 1.89
O 2.91 0.91 -0.87
O 0.51 -1.00 1.67
O -3.24 -0.52 -0.40
O -1.59 -1.21 -2.45
O 0.40 -0.01 -0.98
O -1.42 0.73 1.08

=====

Which value of charge does entry 9 give? 0

=====

Which of these has the lowest charge? C25H19HfO5S2

=====

Look up the charge of the seventh one. 0